{"formula": "C52H108F6N4O4", "method": "ωB97M-V/def2-TZVPD", "species": ["C", "C", "C", "C", "N", "C", "C", "C", "C", "C", "C", "C", "H", "H", "H", "H", "H", "H", "H", "H", "H", "H", "H", "H", "H", "H", "H", "H", "H", "H", "H", "H", "H", "H", "H", "H", "C", "C", "C", "C", "N", "C", "C", "C", "C", "C", "C", "C", "H", "H", "H", "H", "H", "H", "H", "H", "H", "H", "H", "H", "H", "H", "H", "H", "H", "H", "H", "H", "H", "H", "H", "H", "C", "C", "C", "C", "N", "C", "C", "C", "C", "C", "C", "C", "H", "H", "H", "H", "H", "H", "H", "H", "H", "H", "H", "H", "H", "H", "H", "H", "H", "H", "H", "H", "H", "H", "H", "H", "C", "C", "C", "C", "N", "C", "C", "C", "C", "C", "C", "C", "H", "H", "H", "H", "H", "H", "H", "H", "H", "H", "H", "H", "H", "H", "H", "H", "H", "H", "H", "H", "H", "H", "H", "H", "C", "O", "O", "C", "F", "F", "F", "C", "C", "H", "H", "H", "H", "H", "H", "C", "O", "O", "C", "F", "F", "F", "C", "C", "H", "H", "H", "H", "H", "H"], "coordinates": [[5.02157, 5.35503, 1.87818], [5.21696, 4.02197, 1.13469], [5.12246, 2.91155, 2.15746], [4.78789, 1.62367, 1.41881], [4.87239, 0.32008, 2.12560], [4.54377, -0.72441, 1.02401], [5.66432, -1.73517, 1.01500], [6.91827, -1.00922, 1.54539], [6.34347, 0.01333, 2.53004], [4.02033, 0.30054, 3.36161], [3.60529, -1.06044, 3.91351], [2.47722, -0.82044, 4.77916], [4.19480, 5.37834, 2.55767], [4.87153, 6.10715, 1.10350], [5.93173, 5.66549, 2.40681], [6.14166, 4.01327, 0.57385], [4.35648, 3.82936, 0.49775], [4.31451, 3.15105, 2.85585], [6.06611, 2.90195, 2.66217], [5.41167, 1.53096, 0.53917], [3.76417, 1.68254, 1.05791], [3.52789, -1.04824, 1.27918], [4.48989, -0.11395, 0.12655], [5.43976, -2.53381, 1.74627], [5.69826, -2.24700, 0.04674], [7.54867, -1.77245, 1.98551], [7.35314, -0.41395, 0.78242], [6.39268, -0.33151, 3.53789], [6.93014, 0.94988, 2.45056], [3.05244, 0.77877, 3.14157], [4.60052, 0.93191, 4.05102], [4.38091, -1.54777, 4.55443], [3.45943, -1.71986, 3.07092], [2.54909, -0.07213, 5.56660], [2.23622, -1.74477, 5.29271], [1.63118, -0.59725, 4.04982], [-0.41899, -6.04547, -2.47305], [0.31022, -5.13759, -1.47660], [0.42629, -5.80501, -0.09956], [0.73914, -4.73053, 0.93203], [0.55977, -5.10718, 2.44299], [-0.60310, -6.05498, 2.77123], [-0.85020, -5.82677, 4.25077], [-0.18892, -4.51250, 4.71842], [0.24875, -3.92762, 3.35270], [1.88338, -5.69227, 2.83410], [3.00300, -4.69993, 3.20245], [4.23585, -5.44080, 3.56852], [-1.40259, -6.30862, -2.08578], [0.02917, -6.96942, -2.75430], [-0.59852, -5.41590, -3.31813], [-0.18368, -4.17222, -1.28338], [1.29818, -4.91933, -1.81220], [1.13264, -6.56114, -0.04996], [-0.52811, -6.29217, 0.16936], [0.03931, -3.87205, 0.84760], [1.76096, -4.40180, 0.87151], [-0.30471, -7.02581, 2.41507], [-1.47315, -5.74267, 2.19804], [-0.35681, -6.63754, 4.75124], [-1.89761, -5.89831, 4.50123], [0.75063, -4.75956, 5.29383], [-0.78357, -3.80074, 5.29463], [1.07235, -3.24853, 3.31613], [-0.52445, -3.35210, 2.81090], [2.23816, -6.31891, 2.02058], [1.75769, -6.31690, 3.70871], [2.76873, -4.05442, 4.05946], [3.18449, -3.91906, 2.42702], [4.58277, -6.22736, 2.81691], [3.96871, -6.00812, 4.48621], [5.05110, -4.72466, 3.75138], [6.34577, 3.85307, -2.72708], [5.19275, 4.84016, -2.33901], [3.81987, 4.30088, -2.49170], [2.77297, 5.23377, -1.90122], [1.36119, 4.95506, -2.16631], [1.07133, 5.16490, -3.71838], [0.05164, 4.13357, -4.01365], [0.63399, 2.94515, -3.24197], [1.00070, 3.50699, -1.89146], [0.42390, 5.86594, -1.34911], [0.54631, 5.61470, 0.18689], [-0.88751, 5.49022, 0.72018], [6.40258, 3.05979, -1.92235], [7.30384, 4.31911, -2.75303], [6.12964, 3.36904, -3.65472], [5.29624, 5.71552, -3.01174], [5.33280, 5.10159, -1.27652], [3.76947, 3.28958, -2.03125], [3.63902, 4.01407, -3.50660], [2.83066, 6.27558, -2.29357], [2.80542, 5.30077, -0.78951], [0.75411, 6.16400, -3.85719], [1.99837, 5.00898, -4.26711], [-0.86298, 4.43208, -3.59492], [-0.06648, 3.84184, -5.02974], [-0.11164, 2.17179, -3.17813], [1.49411, 2.59151, -3.78410], [0.11088, 3.44304, -1.28926], [1.80881, 2.98223, -1.35507], [-0.59385, 5.64806, -1.61292], [0.69285, 6.88127, -1.65875], [1.07814, 6.42465, 0.58689], [1.06386, 4.65550, 0.29773], [-0.92217, 5.42009, 1.81903], [-1.31445, 4.55067, 0.37390], [-1.50884, 6.31202, 0.45881], [-3.42096, 1.65388, -6.37569], [-3.53486, 0.28961, -5.71141], [-4.10860, 0.27895, -4.23520], [-5.57574, 0.63988, -4.33411], [-6.61489, 0.11023, -3.33574], [-6.29300, -1.31690, -2.97491], [-7.59700, -1.89349, -2.40371], [-8.68879, -1.10199, -3.13140], [-7.98596, -0.06387, -4.05694], [-6.73594, 1.03605, -2.15649], [-5.46935, 1.12389, -1.33722], [-5.80037, 2.14651, -0.26340], [-2.74572, 1.59961, -7.26163], [-3.02881, 2.35408, -5.66335], [-4.37865, 2.02737, -6.61752], [-2.48092, -0.03603, -5.63778], [-4.01389, -0.40190, -6.40644], [-3.64151, 1.09072, -3.71509], [-4.03107, -0.60009, -3.55728], [-5.93047, 0.19879, -5.26777], [-5.75257, 1.75100, -4.37305], [-5.48089, -1.44812, -2.26582], [-5.99433, -1.69003, -3.91484], [-7.71159, -1.89905, -1.30925], [-7.55533, -2.97921, -2.62381], [-9.24493, -0.52077, -2.34102], [-9.39062, -1.70468, -3.69822], [-8.50255, 0.85459, -4.09828], [-7.76545, -0.51342, -4.97802], [-7.53896, 0.65929, -1.55657], [-6.91358, 2.02598, -2.52763], [-4.57965, 1.45250, -1.87125], [-5.30547, 0.21664, -0.83705], [-6.40722, 1.71630, 0.53835], [-6.41307, 3.01429, -0.68003], [-4.89904, 2.42083, 0.29905], [-4.83586, -3.20431, -0.20405], [-4.88776, -3.41115, 1.26217], [-5.02341, -1.92820, -0.55161], [-3.43885, -3.92416, -0.35110], [-3.55314, -5.29116, -0.27320], [-2.95633, -3.67292, -1.60284], [-2.53733, -3.55637, 0.51777], [-5.92299, -2.75233, 2.03606], [-5.25440, -1.89628, 3.15854], [-4.36457, -2.47999, 3.39065], [-4.83301, -0.97721, 2.68392], [-5.77430, -1.68688, 4.08675], [-6.54296, -3.57414, 2.40736], [-6.52323, -2.10009, 1.37235], [-5.60893, -3.77324, -0.84542], [1.29685, 0.43782, 0.87635], [1.24478, 1.82092, 1.32939], [1.59599, -0.48005, 1.72956], [-0.07855, 0.12561, 0.15044], [-0.61339, 1.21465, -0.42979], [0.14773, -0.72193, -0.90839], [-0.97631, -0.39638, 1.02513], [0.58084, 2.09185, 2.57840], [1.12408, 3.44153, 3.06051], [2.19551, 3.37054, 3.32652], [0.94850, 4.22433, 2.31509], [0.50062, 3.72094, 3.91085], [0.76637, 1.26925, 3.28469], [-0.46437, 2.03658, 2.35003], [1.99309, 0.65762, -0.02298]], "forces_ev_per_a": [[1.202, 0.428, -1.476], [-1.298, 0.384, 1.390], [-0.234, -0.689, -0.194], [-0.078, 0.644, 0.208], [1.694, -1.051, -0.265], [-0.599, 0.611, 0.831], [-0.570, -0.644, 0.733], [-1.861, -0.207, -0.139], [0.376, 0.645, -0.782], [-0.278, 0.562, -0.045], [3.909, 0.164, 0.047], [-3.795, -0.526, -0.285], [-0.539, -0.202, 0.312], [-0.141, 0.388, 0.178], [-0.209, -0.229, 0.033], [0.158, -0.125, -0.203], [-0.017, 0.398, -0.672], [0.283, -0.075, 0.047], [0.501, -0.383, 0.726], [0.413, 0.018, -0.136], [-0.282, 0.078, 0.038], [0.023, -0.187, -0.416], [0.028, -0.458, -0.215], [-0.067, 0.231, -0.220], [0.452, 0.335, 0.105], [0.567, 0.471, 0.063], [0.972, -0.057, -0.909], [-0.361, -0.187, 0.721], [-0.538, -0.462, 0.268], [0.558, 0.118, -0.360], [-0.438, -0.325, 0.167], [0.139, 0.442, -0.704], [-0.712, -0.250, 0.033], [0.388, 0.264, -0.303], [-0.332, -0.222, 0.212], [0.541, -0.003, 1.313], [-0.946, 1.382, 0.802], [-0.372, -0.948, 1.045], [-1.896, 1.242, 0.973], [-1.739, 0.798, 1.248], [0.387, -0.026, -0.175], [0.332, 1.429, -0.753], [0.183, -0.768, 0.802], [1.684, -0.160, -1.323], [-0.876, 0.671, -1.010], [0.540, 0.204, 0.747], [-0.826, 1.500, -0.891], [0.959, -1.680, -0.039], [-0.120, 0.101, 0.128], [0.911, -0.478, -0.128], [-0.144, -0.023, -0.985], [-0.213, -0.379, -0.634], [0.852, 0.283, -0.454], [1.631, -1.546, -0.212], [0.143, 0.357, -0.280], [0.551, -0.429, -0.388], [0.293, 0.393, -0.161], [-0.025, -0.554, 0.358], [0.124, 0.227, -0.293], [0.020, -0.469, 0.636], [-0.294, 0.072, -0.104], [-1.051, 0.360, -0.346], [-0.079, -0.316, -0.219], [0.641, 0.297, 0.324], [-0.184, -0.492, 0.506], [-0.156, -0.137, -0.088], [-0.258, -0.323, 0.158], [-0.363, -0.453, 0.054], [-0.116, -0.793, -0.038], [-0.455, 1.189, 0.759], [0.722, 0.300, -0.314], [-0.149, -0.518, 0.138], [-1.619, -0.655, 2.038], [1.908, 0.471, -0.274], [-0.860, -1.708, 0.659], [0.024, 1.696, 0.834], [-1.638, -0.674, -1.390], [0.654, -0.244, 1.031], [1.253, -1.090, 0.647], [-0.455, 0.029, -0.349], [0.065, -0.532, -0.160], [1.450, -0.138, 0.280], [-1.326, -0.918, -1.991], [0.871, -0.891, 1.314], [-0.043, 0.601, -0.886], [0.571, 0.522, -0.142], [0.008, -0.315, -0.710], [-0.024, -0.073, 0.720], [0.088, 0.438, -0.539], [-0.026, 0.578, 0.355], [-0.282, 0.387, -0.978], [0.775, -0.554, 0.317], [0.624, -0.112, -0.726], [-0.254, 1.134, 0.026], [0.017, -0.045, 0.215], [-1.547, 0.281, 0.388], [-0.094, 0.264, -0.943], [0.003, -0.587, 0.229], [0.391, -0.372, -0.183], [-0.144, 0.302, 0.515], [-0.389, 0.358, -0.274], [-0.284, -0.173, -0.686], [-0.196, -0.086, 0.210], [0.859, 0.878, 0.980], [0.065, 0.324, 0.437], [0.180, 0.105, -0.328], [-0.204, 0.026, -0.235], [-0.506, 0.718, -0.442], [0.556, -0.571, 0.111], [1.543, -0.813, 1.060], [-0.589, 0.145, -0.403], [-1.703, 0.817, -0.530], [0.291, 0.410, -0.736], [-0.711, 0.716, 1.415], [0.637, -1.138, -0.810], [-0.708, 1.291, 0.899], [0.930, -1.413, 3.019], [1.254, -0.857, -0.738], [-0.845, 1.199, 0.366], [-0.515, 0.854, 0.628], [-0.719, 0.137, 0.599], [0.559, 0.514, 0.347], [-1.062, 0.511, -0.781], [-0.446, -0.322, 0.097], [-0.262, -0.178, 0.362], [0.670, 0.349, 0.383], [0.581, 0.173, -1.120], [-0.028, 0.279, -0.097], [0.190, -1.061, -0.110], [0.231, 0.278, 0.446], [-0.008, -1.149, -1.117], [0.489, 0.609, -0.388], [-0.393, 0.529, -0.200], [0.142, -0.678, -0.975], [-0.102, -0.002, 0.025], [-0.392, 1.084, -0.354], [0.207, -0.249, -1.428], [-0.503, 0.035, 0.404], [-0.691, 0.410, -0.465], [-0.176, -0.147, -0.302], [0.702, -1.560, 0.416], [-0.288, -0.193, -0.294], [1.212, -0.702, 0.677], [-0.142, 0.551, -0.481], [-1.286, 1.236, 0.399], [-1.061, 0.252, 0.110], [1.395, -0.869, 0.381], [-1.851, -0.054, -2.016], [0.146, 0.633, 0.100], [0.323, -0.145, 0.246], [1.276, 0.320, 0.672], [0.167, 0.184, -0.582], [1.116, -0.389, -1.658], [0.133, -0.042, 0.419], [-0.575, -0.452, 0.464], [-0.490, -0.012, -0.204], [-0.114, 0.326, 0.303], [0.260, -0.376, 0.251], [0.920, -0.567, 1.286], [-0.438, 0.243, -1.490], [0.362, 0.310, 0.645], [0.515, -0.011, 0.220], [0.898, -0.349, 0.375], [-0.566, 0.369, 0.042], [-0.447, -0.051, 1.025], [0.433, 0.264, -1.217], [1.280, -0.433, -0.810], [-0.904, -0.560, 0.087], [-0.626, 0.105, -0.064], [0.325, -0.303, 0.095], [0.410, 0.170, 0.352], [0.178, 0.313, -0.040], [-0.949, 0.577, 0.277], [-0.222, -0.706, 0.505]], "relative_energy_kj_mol": 0.00, "e_tot_ev": -86113.697, "fmax_ha_per_bohr": 0.0761, "total_charge": 2, "homo_lumo_gap_ev": 6.934}